[1]
C38H50ClO4S3SiY | ωB97M-V/def2-TZVPD

Atoms and positions in Å:
Y1 -0.86853 -0.40700 0.05905
C1 2.82998 4.25793 3.77249
C2 1.96876 3.05270 3.38161
C3 0.60594 3.11256 4.06837
C4 1.88125 2.94867 1.87259
C5 0.92464 3.64445 1.14149
C6 0.94130 3.63750 -0.24586
C7 1.90593 2.93072 -0.95502
C8 1.98712 3.03260 -2.45282
C9 2.82533 2.17837 -0.22143
C10 2.81706 2.19502 1.16304
H1 2.94575 4.31942 4.85662
H2 2.36015 5.18132 3.42664
H3 3.82102 4.19833 3.32075
H4 2.48656 2.15792 3.74729
H5 0.09129 4.04884 3.84635
H6 0.72856 3.05967 5.15161
H7 -0.04208 2.29276 3.75068
H8 0.15377 4.20850 1.64921
H9 0.18664 4.19755 -0.78558
H10 2.72090 3.79122 -2.73649
H11 1.02763 3.32881 -2.87833
H12 2.29088 2.09356 -2.91110
H13 3.56307 1.58040 -0.74531
H14 3.56134 1.62662 1.71552
C11 0.08497 -3.71147 2.70408
C12 -0.69875 -2.57383 3.33798
S1 -0.23206 -0.88158 2.89927
C13 1.54751 -0.76515 3.18106
C14 2.50245 -1.39454 2.16829
S2 2.03894 -1.11866 0.43400
C15 2.33229 -2.75405 -0.29125
C16 1.71778 -3.95529 0.41208
S3 -0.00931 -3.72004 0.88949
H15 -0.33694 -4.64783 3.07236
H16 1.12832 -3.69289 3.01247
H17 -0.66127 -2.66240 4.42500
H18 -1.74813 -2.62266 3.03964
H19 1.76208 -1.14539 4.18174
H20 1.70741 0.31262 3.20647
H21 2.58999 -2.46592 2.32323
H22 3.49246 -0.96442 2.32649
H23 3.40841 -2.89975 -0.40253
H24 1.90493 -2.66964 -1.29019
H25 2.28539 -4.26049 1.29106
H26 1.74573 -4.79285 -0.28671
C17 -4.60257 -3.20294 -0.72157
C18 -3.55735 -2.12442 -1.00744
C19 -4.23973 -0.87793 -1.56458
C20 -2.73100 -1.78963 0.25017
H27 -5.19079 -3.43918 -1.61282
H28 -5.28994 -2.86206 0.05809
H29 -4.13116 -4.12518 -0.37229
H30 -2.89699 -2.51339 -1.79189
H31 -4.89995 -0.43960 -0.81071
H32 -4.83832 -1.11962 -2.44529
H33 -3.52366 -0.11132 -1.86502
H34 -2.44829 -2.72808 0.74551
H35 -3.41377 -1.28472 0.95900
O1 -2.14859 3.50324 0.53838
Cl1 -2.41527 2.11735 0.47803
O2 -1.88615 1.54224 -0.78717
O3 -3.78989 1.81698 0.61564
O4 -1.63177 1.37926 1.50153
C21 0.43858 -5.69683 -3.71228
C22 1.14247 -4.76433 -4.46340
C23 1.03186 -3.40916 -4.18006
C24 0.21834 -2.94306 -3.14114
C25 -0.48342 -3.90384 -2.40698
C26 -0.38195 -5.26243 -2.68125
Si1 0.06249 -1.07535 -2.73423
C27 1.57964 -0.35299 -3.65415
C28 1.44576 0.24186 -4.91284
C29 2.54095 0.74911 -5.60235
C30 3.81202 0.66590 -5.05390
C31 3.97548 0.07283 -3.80966
C32 2.87273 -0.41974 -3.12550
C33 -1.41188 -0.49233 -3.78370
C34 -1.72301 0.87135 -3.82868
C35 -2.81652 1.34388 -4.53769
C36 -3.63657 0.45334 -5.21942
C37 -3.34660 -0.90240 -5.19261
C38 -2.24486 -1.36691 -4.48419
H36 0.52547 -6.75328 -3.93432
H37 1.77981 -5.09484 -5.27471
H38 1.59672 -2.70071 -4.77548
H39 -1.13941 -3.58310 -1.60436
H40 -0.94652 -5.97518 -2.09147
H41 0.46422 0.31627 -5.36547
H42 2.39871 1.20873 -6.57303
H43 4.66678 1.06022 -5.58897
H44 4.96213 0.00321 -3.36656
H45 3.03548 -0.84808 -2.14433
H46 -1.10013 1.58028 -3.29066
H47 -3.03673 2.40448 -4.55120
H48 -4.49754 0.81648 -5.76658
H49 -3.98023 -1.60252 -5.72402
H50 -2.03200 -2.43069 -4.47824

The calculation puts the HOMO-LUMO gap at 0.2592 Eh. As for the total energy: -102351.5420 eV.

---

[2]
C2H2FNO2 | ωB97M-V/def2-TZVPD

Atoms and positions in Å:
C1 -1.92426 0.38948 0.25572
C2 1.16010 0.35297 0.23461
N1 1.03849 -0.22405 -0.87071
O1 -2.94684 0.75830 -0.04022
O2 0.25744 -1.31564 -0.95667
F1 1.92480 1.43458 0.30112
H1 -0.20394 -1.49742 -0.11812
H2 0.69420 0.10178 1.19427

The calculation puts the HOMO-LUMO gap at 0.3971 Eh. As for the total energy: -10406.2900 eV.

---

[3]
H20O10 | ωB97M-V/def2-TZVPD

Atoms and positions in Å:
O1 -1.25926 -2.18099 -1.99889
H1 -1.18989 -1.73312 -2.84700
H2 -1.10385 -1.49036 -1.33306
O2 -1.60864 2.06819 -0.85773
H3 -2.40788 2.21269 -1.36991
H4 -0.86894 2.18042 -1.46911
O3 -3.06265 -1.90329 0.88675
H5 -2.26287 -1.45163 0.58220
H6 -3.64800 -1.90946 0.12391
O4 1.66614 1.42123 0.06592
H7 2.54113 1.82281 0.10743
H8 1.35637 1.41430 0.99356
O5 1.88796 -0.34909 -2.39001
H9 1.88216 -1.30233 -2.25632
H10 2.06729 0.02596 -1.52026
O6 -0.23688 2.48108 1.72712
H11 -0.52181 2.41885 0.80551
H12 -1.02258 2.75138 2.20856
O7 0.78293 2.83149 -2.36801
H13 1.52135 3.40818 -2.57819
H14 1.04930 2.35701 -1.55861
O8 2.02658 -0.33851 2.45800
H15 2.87249 -0.46118 2.01378
H16 1.88493 -1.16523 2.93086
O9 -0.46355 -0.74333 0.32810
H17 0.18877 -1.16338 0.89829
H18 0.00405 -0.00541 -0.07964
O10 -0.95763 -3.66284 2.43864
H19 -1.11445 -3.90100 1.51832
H20 -0.00259 -3.63244 2.53981

Its SMILES is O.O.O.O.O.O.O.O.O.O. The calculation puts the HOMO-LUMO gap at 0.3760 Eh. As for the total energy: -20800.1046 eV.

---

[4]
C23H29F9N3O4S | ωB97M-V/def2-TZVPD

Atoms and positions in Å:
F1 0.63781 2.66646 0.24973
C1 0.83989 1.59780 1.30234
F2 1.71879 2.23077 2.31902
C2 -0.70504 1.32846 1.88683
C3 -1.88140 1.69395 0.80419
C4 -3.18345 0.67568 1.06184
C5 -4.53808 1.38114 0.47120
C6 -5.94099 0.54635 0.83781
C7 -6.16625 0.39194 2.45340
C8 -5.71946 -1.04541 3.09457
C9 -6.22980 -2.27511 2.09663
C10 -5.48160 -1.96061 0.63499
N1 -6.10367 -0.72446 0.03564
C11 1.47707 0.32292 0.51125
F3 0.32318 -0.39243 -0.14795
F4 2.31856 0.84635 -0.62893
S1 2.38959 -0.93529 1.52852
F5 3.28051 -1.40263 0.10878
F6 1.20233 -2.13021 1.06657
F7 1.53176 -0.61871 2.97163
F8 3.69440 0.10372 1.91291
F9 3.21823 -2.18851 2.36505
H1 -0.84657 0.17364 2.15189
H2 -0.92100 1.94207 2.86611
H3 -1.56861 1.48836 -0.32884
H4 -2.16411 2.82560 0.93892
H5 -3.29279 0.38745 2.19244
H6 -2.91265 -0.30272 0.43531
H7 -4.55448 1.49111 -0.70932
H8 -4.73072 2.47854 0.88656
H9 -6.80880 1.27627 0.46114
H10 -5.58044 1.26480 2.98207
H11 -7.32162 0.57208 2.65659
H12 -6.21152 -1.19502 4.17176
H13 -4.53773 -1.13201 3.16132
H14 -7.39388 -2.35191 2.00584
H15 -5.85154 -3.30938 2.51535
H16 -5.60305 -2.90075 -0.08126
H17 -4.34101 -1.88506 0.88182
H18 -5.68680 -0.52942 -0.92333
H19 -7.12627 -0.86924 -0.12068
C12 4.82534 -3.36943 -1.10355
C13 4.52844 -4.03523 0.08670
C14 4.87296 -5.37939 0.24141
C15 5.52163 -6.04889 -0.80538
C16 5.81398 -5.38503 -2.00425
C17 5.46200 -4.04153 -2.14833
N2 5.90920 -7.45483 -0.63931
O1 5.61610 -8.01240 0.42882
O2 6.51069 -8.00235 -1.57445
H20 4.55981 -2.31979 -1.21739
H21 4.03075 -3.50503 0.89587
H22 4.63473 -5.88404 1.17518
H23 6.31260 -5.89384 -2.82660
H24 5.68736 -3.51654 -3.07399
C18 3.73920 4.59296 -1.50136
C19 4.25295 5.45500 -2.47146
C20 3.42977 5.92514 -3.49652
C21 2.08632 5.52740 -3.53803
C22 1.56993 4.65598 -2.56982
C23 2.40358 4.19017 -1.55114
N3 1.20943 6.03835 -4.59844
O3 1.70841 6.79217 -5.44725
O4 0.02005 5.69029 -4.58192
H25 4.38349 4.23349 -0.70080
H26 5.29532 5.76323 -2.42677
H27 3.84527 6.59642 -4.24492
H28 0.53051 4.33531 -2.59285
H29 2.01137 3.51578 -0.79310

The calculation puts the HOMO-LUMO gap at 0.2382 Eh. As for the total energy: -72253.0928 eV. The net charge is +1.

---

[5]
C4H7NO2 | ωB97M-V/def2-TZVPD

Atoms and positions in Å:
C1 1.85657 0.74768 -0.05279
O1 1.66093 -0.56839 0.36821
N1 0.36725 -1.08377 0.50239
C2 -0.52017 -0.14606 1.10276
C3 -1.54911 0.13667 0.37110
C4 -1.53190 -0.67194 -0.92788
O2 -0.27213 -1.47516 -0.71630
H1 1.25373 1.48738 0.51131
H2 1.75504 0.77846 -1.21867
H3 2.86609 0.98916 0.24333
H4 -0.09551 0.18425 2.14017
H5 -2.04495 1.06102 0.47920
H6 -2.36846 -1.40514 -1.08582
H7 -1.37737 -0.03414 -1.71702

Its SMILES is CON1C=CCO1. The calculation puts the HOMO-LUMO gap at 0.3500 Eh. As for the total energy: -9841.2801 eV.

---

[6]
C7H23NO6 | ωB97M-V/def2-TZVPD

Atoms and positions in Å:
C1 1.99646 -1.97823 1.89442
C2 1.58323 -3.13584 1.33401
C3 1.35344 -2.87783 -0.15609
C4 0.52833 -1.90358 -0.54886
C5 0.12573 -1.52147 -1.96402
C6 0.50853 -0.11806 -2.16063
C7 -0.34336 0.90497 -2.20703
N1 -0.10126 2.08190 -2.73092
H1 2.04780 -1.12896 1.34821
H2 2.29113 -1.88545 2.93336
H3 1.16499 -4.02626 1.73716
H4 1.81704 -3.59834 -0.77663
H5 0.01999 -1.35528 0.21593
H6 0.53369 -2.17921 -2.70218
H7 -1.01389 -1.85180 -2.06876
H8 1.54925 0.07557 -2.37282
H9 -1.42069 0.46761 -2.12814
H10 -0.82461 2.71120 -2.75909
H11 0.76525 2.37023 -2.87387
O1 0.91021 1.25914 2.92797
H12 -0.07211 1.24016 2.92425
H13 0.98228 2.15764 2.73619
O2 -3.19526 -0.82570 -0.37859
H14 -2.61917 -1.52005 -0.83076
H15 -4.10890 -1.04724 -0.56139
O3 -3.78938 0.90083 2.43998
H16 -2.86106 0.98198 2.56916
H17 -3.94356 0.11418 1.81978
O4 1.51814 0.70828 0.48236
H18 1.48601 0.74197 1.43304
H19 0.65225 1.01916 0.31154
O5 -1.31736 1.49745 1.35808
H20 -1.27111 0.82438 0.75211
H21 -1.98831 2.10638 1.07455
O6 1.96551 3.02669 -1.28300
H22 2.81483 3.39366 -1.19488
H23 2.25593 2.36991 -0.59441

Its SMILES is C=C/C=C/C/C=C/N.O.O.O.O.O.O. The calculation puts the HOMO-LUMO gap at 0.2797 Eh. As for the total energy: -21403.2553 eV.

---

[7]
C35H26Br2FHfN4O3S2 | ωB97M-V/def2-TZVPD

Atoms and positions in Å:
Hf1 -0.98180 -0.45003 1.26505
Br1 -3.36699 -1.58234 5.53170
C1 -2.10512 -0.12103 5.43063
C2 -1.94733 0.86330 6.47428
C3 -1.21240 2.00080 6.25035
Br2 -0.63197 3.04304 7.81389
C4 -0.68639 2.28123 5.00805
C5 0.02302 3.49586 4.65326
C6 0.44012 3.64570 3.37854
C7 0.09437 2.72616 2.40951
N1 -0.52387 1.60834 2.67326
C8 -0.90074 1.30890 3.94509
C9 -1.58215 0.09396 4.14031
O1 -1.77767 -0.75716 3.12500
H1 -2.39625 0.68083 7.44536
H2 0.05425 4.33196 5.31723
H3 0.79661 4.60641 3.01011
H4 0.27749 2.84171 1.33249
C10 1.02586 -2.43295 -5.08211
O2 1.48233 -1.25560 -5.63126
C11 2.39771 -0.57986 -4.91566
C12 2.83341 0.66464 -5.36704
C13 3.80019 1.37042 -4.60980
C14 4.30402 0.86138 -3.37067
C15 3.81608 -0.37823 -2.92483
C16 2.86440 -1.06597 -3.68071
N2 5.17359 1.71604 -2.67478
N3 4.97448 2.08192 -1.46250
C17 3.84619 1.61861 -0.72928
C18 4.24187 0.94568 0.36552
C19 3.36887 0.25837 1.22741
C20 2.00626 0.17659 0.93829
O3 1.11987 -0.49164 1.54143
C21 1.53568 0.93624 -0.19896
N4 0.21413 0.88947 -0.41838
C22 -0.25622 1.61199 -1.39895
C23 0.57238 2.37081 -2.28748
C24 1.89319 2.37918 -2.12221
C25 2.43903 1.69063 -1.01906
H5 1.81904 -3.26542 -4.86848
H6 0.24027 -2.86749 -5.74266
H7 0.62997 -2.29538 -4.04224
H8 2.42742 1.10998 -6.30953
H9 4.19283 2.30978 -5.05858
H10 4.26114 -0.85127 -2.05099
H11 2.55580 -1.95669 -3.25575
H12 5.32732 1.04203 0.55620
H13 3.65842 -0.17950 2.12688
H14 -1.37877 1.60530 -1.52598
H15 0.08624 2.96268 -3.08091
H16 2.59513 2.76738 -2.85943
C26 -5.20111 1.71425 -0.50072
C27 -4.11545 0.76720 -0.11643
S1 -2.96893 1.40330 1.04099
C28 -3.95812 -0.42898 -0.75946
C29 -4.92595 -0.87495 -1.83007
S2 -2.54019 -1.52442 -0.47768
H17 -6.15354 1.29302 -0.82436
H18 -4.88759 2.28921 -1.34991
H19 -5.47110 2.51519 0.22506
H20 -4.77014 -1.94774 -2.07854
H21 -4.83179 -0.38444 -2.83526
H22 -5.95415 -0.66939 -1.50557
F1 -1.13958 -6.77418 0.42866
C30 -0.75396 -5.53686 0.84909
C31 -1.63149 -4.92474 1.69896
C32 -1.52749 -3.58239 2.01379
C33 -0.61061 -2.76934 1.41437
C34 0.26842 -3.41314 0.54955
C35 0.25189 -4.75348 0.26228
H23 -2.44127 -5.52995 2.16792
H24 -2.31065 -3.13814 2.70798
H25 1.05138 -2.88775 0.01674
H26 0.98010 -5.20905 -0.36902

The calculation puts the HOMO-LUMO gap at 0.2064 Eh. As for the total energy: -214603.2296 eV. The net charge is -1.

---

[8]
C20H14I2N4O5S4SeSn | ωB97M-V/def2-TZVPD

Atoms and positions in Å:
Sn1 -0.01947 1.75133 0.94773
O1 -3.27951 4.07447 1.29260
C1 -2.77035 2.97078 1.32918
O2 -1.66180 2.67075 1.93593
C2 -3.53862 1.81682 0.67000
C3 -3.25762 0.44327 1.28123
C4 -4.34788 -0.55119 0.86809
C5 -3.95266 -0.85152 -0.59898
C6 -2.75099 0.07543 -0.77216
O3 -2.11726 -0.01413 0.51500
C7 -3.20461 1.54812 -0.83589
C8 -2.10149 2.37048 -1.48631
O4 -2.26346 2.76916 -2.63195
O5 -1.00691 2.50743 -0.82132
H1 -4.59181 2.07873 0.77135
H2 -2.99965 0.45125 2.33511
H3 -5.34035 -0.10719 0.95756
H4 -4.31252 -1.44943 1.48303
H5 -4.74391 -0.64522 -1.32028
H6 -3.63869 -1.88931 -0.71103
H7 -2.04425 -0.21719 -1.54700
H8 -4.08262 1.64712 -1.47252
Se1 4.28238 -4.76361 -2.50501
N1 3.25207 -3.46693 -3.19408
C9 3.02454 -2.61089 -2.24367
C10 2.21698 -1.39318 -2.42056
C11 1.62144 -1.07895 -3.63877
C12 0.88822 0.08096 -3.73194
C13 0.75924 0.88745 -2.59969
N2 1.31422 0.58723 -1.43139
C14 2.04373 -0.53058 -1.34101
C15 2.66799 -0.84025 -0.01163
N3 2.46134 0.04355 0.95921
C16 2.95447 -0.19559 2.16123
C17 3.70335 -1.33755 2.45537
C18 3.94624 -2.24007 1.44973
C19 3.41951 -1.99394 0.18138
C20 3.62648 -2.91032 -0.94533
N4 4.33004 -4.00147 -0.88200
H9 1.74642 -1.74972 -4.47869
H10 0.40667 0.37521 -4.65458
H11 0.18549 1.80783 -2.62005
H12 2.74381 0.53693 2.93237
H13 4.04360 -1.50057 3.46741
H14 4.51719 -3.14361 1.61955
S1 -0.50561 -0.39576 3.31270
S2 0.43413 -2.11438 3.20391
S3 1.70743 -0.36226 5.76400
S4 0.36617 0.75040 4.84482
I1 1.83737 3.87642 1.02016
I2 4.03152 6.23368 1.13721

The calculation puts the HOMO-LUMO gap (alpha / beta) at 0.1742 / 0.1786 Eh. As for the total energy: -167891.2914 eV. The net charge is -2.

---

[9]
C7H4ClO2Te4W | ωB97M-V/def2-TZVPD

Atoms and positions in Å:
W1 0.59000 2.21251 -1.50514
Te1 -0.66400 4.08788 -0.16116
Te2 1.87586 4.44433 -0.87010
Te3 2.66635 2.03406 -3.26341
Te4 0.10311 1.60904 -3.99522
Cl1 -1.20148 -3.72133 2.53154
C1 -0.56474 -2.37788 1.66353
C2 0.80373 -2.08875 1.75308
C3 1.35435 -1.02473 1.07409
C4 0.53422 -0.22262 0.28505
O1 1.08592 0.81038 -0.37511
C5 -0.83468 -0.50443 0.19157
C6 -1.69123 0.30540 -0.60710
O2 -1.31960 1.30069 -1.26523
C7 -1.38402 -1.59635 0.89049
H1 1.43280 -2.71836 2.36786
H2 2.40944 -0.79900 1.13861
H3 -2.75527 0.06666 -0.67196
H4 -2.44075 -1.81749 0.81858

The calculation puts the HOMO-LUMO gap (alpha / beta) at 0.1982 / 0.1937 Eh. As for the total energy: -54934.2778 eV. The net charge is +1.

---

[10]
C2H4FNO | ωB97M-V/def2-TZVPD

Atoms and positions in Å:
O1 -0.83467 1.89164 -0.95765
N1 -1.31534 0.77760 -0.85954
C1 -0.48295 -0.42561 -0.28330
C2 0.85268 -0.11823 0.56313
F1 0.47867 0.28652 1.80276
H1 -0.24384 -1.07165 -1.13224
H2 -1.10150 -1.03876 0.29768
H3 1.35487 -1.09430 0.52602
H4 1.29208 0.79279 0.04316

Its SMILES is O=NCCF. The calculation puts the HOMO-LUMO gap at 0.3315 Eh. As for the total energy: -8390.6107 eV.